ORCA calculation (wB97M-V/def2-TZVPD) on C40H48ClCsN6O5S as an isolated structure.

Positions of all 102 atoms, in Å:
Cs: 0.4121 1.4757 3.8130
N: -2.6668 0.6883 3.0547
C: -2.9518 1.0977 4.4354
C: -2.0271 0.2961 5.3679
O: -2.0536 -0.9582 5.1941
N: -1.2820 1.0340 6.1507
C: -0.3548 0.3325 7.0431
C: 1.1207 0.5543 6.6135
O: 1.8005 1.3873 7.2476
O: 1.4958 -0.0804 5.5805
H: -3.4152 0.9462 2.4255
H: -2.6247 -0.3281 3.0598
H: -3.9906 0.8881 4.7319
H: -2.7668 2.1673 4.5526
H: -0.5537 -0.7451 7.0640
H: -0.4625 0.7484 8.0487
N: 0.0477 -2.0935 3.0615
C: -0.2352 -3.3716 2.5938
C: 0.2639 -4.4451 3.3480
C: 0.1103 -5.7549 2.9365
C: -0.5364 -6.0419 1.7459
C: -1.0446 -4.9908 0.9972
C: -0.9265 -3.6635 1.3929
C: -1.5950 -2.6267 0.5485
C: -2.9872 -2.5829 0.6748
C: -3.7503 -1.7367 -0.1103
C: -3.1052 -0.9002 -1.0040
C: -1.7185 -0.9417 -1.1037
C: -0.9008 -1.8115 -0.3647
H: -0.0082 -1.9577 4.0659
H: -0.3300 -1.2931 2.5766
H: 0.7894 -4.2196 4.2687
H: 0.5108 -6.5566 3.5472
H: -0.6448 -7.0648 1.4059
H: -1.5631 -5.1935 0.0662
H: -3.4725 -3.2328 1.3968
H: -4.8308 -1.7210 -0.0129
H: -3.6909 -0.2287 -1.6227
H: -1.2403 -0.2708 -1.8105
C: -4.7874 7.1526 -1.2277
C: -3.8238 6.1359 -0.6756
C: -3.0911 6.3902 0.4767
C: -2.2060 5.4484 0.9876
C: -2.0542 4.2398 0.3355
C: -2.7879 3.9570 -0.8086
C: -3.6599 4.9059 -1.3110
S: -0.8983 3.0366 1.0041
C: 0.3540 3.2502 -0.2717
O: -0.3417 3.6614 2.2390
H: -4.6985 8.1037 -0.7030
H: -5.8196 6.8097 -1.1279
H: -4.6026 7.3308 -2.2887
H: -3.2143 7.3393 0.9865
H: -1.6346 5.6257 1.8906
H: -2.6689 3.0030 -1.3035
H: -4.2243 4.6914 -2.2119
H: 0.6641 4.2949 -0.2874
H: -0.0589 2.9461 -1.2329
H: 1.1825 2.5979 0.0050
C: 3.8709 -4.2992 -1.8661
C: 3.3069 -3.1415 -2.7065
C: 4.4464 -2.4678 -3.4732
C: 2.3412 -3.7908 -3.7066
C: 2.5369 -2.1375 -1.7597
O: 1.3810 -2.7678 -1.3407
C: 2.2806 -0.7566 -2.4294
C: 1.4116 -0.7642 -3.6928
C: 0.8922 0.5995 -4.0813
C: 1.7656 1.6776 -4.2179
C: 1.3171 2.9352 -4.5895
C: -0.0316 3.1235 -4.8324
Cl: -0.6079 4.7080 -5.2880
C: -0.9288 2.0774 -4.7070
C: -0.4589 0.8248 -4.3327
C: 3.4620 -1.9038 -0.5279
N: 3.3290 -0.6463 0.1880
C: 2.4547 -0.2316 1.1135
N: 2.7237 1.0163 1.4658
C: 3.7694 1.3327 0.6694
N: 4.1759 0.3634 -0.1203
H: 4.2280 -5.0940 -2.5270
H: 3.0859 -4.7064 -1.2271
H: 4.7117 -3.9983 -1.2388
H: 5.0096 -3.2180 -4.0364
H: 5.1479 -1.9545 -2.8114
H: 4.0680 -1.7339 -4.1882
H: 2.8739 -4.5618 -4.2721
H: 1.9322 -3.0832 -4.4234
H: 1.5108 -4.2456 -3.1689
H: 0.5749 -2.2344 -0.6863
H: 3.2302 -0.2539 -2.6308
H: 1.7642 -0.1484 -1.6800
H: 0.5780 -1.4530 -3.5462
H: 1.9989 -1.1301 -4.5395
H: 2.8211 1.5352 -4.0183
H: 2.0041 3.7656 -4.6816
H: -1.9814 2.2423 -4.8948
H: -1.1598 0.0083 -4.2172
H: 4.5141 -1.9169 -0.8032
H: 3.2562 -2.7075 0.1765
H: 1.6818 -0.8802 1.4994
H: 4.2619 2.2927 0.6950

## Properties
HOMO-LUMO gap: 5.05 eV
Relative energy (zero: lowest compared OMol25 entry of this formula, charge and spin): 130.12 kJ/mol
Calculated total energy: -85344.0497 eV
Total charge: -2

Atomic partial charges in e from the Löwdin method, atoms 1 to 6: number 1, Cs, carries 1.331; number 2, N, carries -0.040; number 3, C, carries -0.254; number 4, C, carries -0.717; number 5, O, carries -0.102; number 6, N, carries -0.076



ORCA calculation (wB97M-V/def2-TZVPD) on C4H8LiO3Tl as an isolated structure.

Positions of all 17 atoms, in Å:
C: 1.2471 -2.1172 0.3352
C: 1.3201 -0.7308 0.9565
C: 0.0664 0.0086 0.4339
C: 0.0748 1.4146 0.8731
O: -0.8381 2.2028 0.6643
O: 1.3990 -3.1794 1.0885
Li: 2.0234 -3.7879 2.5846
Tl: -2.8138 2.7640 -0.7379
H: 0.9946 -2.1921 -0.7400
H: -0.7511 -0.8090 0.7176
H: 2.2250 -0.1916 0.6304
H: 1.3045 -0.8355 2.0552
H: -0.0154 -0.0468 -0.6606
H: 1.0431 1.8109 1.2391
O: -2.4850 2.1181 -2.8373
H: -3.0742 2.0621 -3.5940
H: -1.7204 1.5089 -3.0087

## Properties
HOMO-LUMO gap (alpha / beta): 4.15 / 8.09 eV
Spin multiplicity: 2
Relative energy (zero: lowest compared OMol25 entry of this formula, charge and spin): 137.62 kJ/mol
⟨S²⟩: 0.754
Calculated total energy: -15310.6653 eV
Total charge: +1

Atomic partial charges in e from the Löwdin method, atoms 1 to 6: number 1, C, carries -0.372; number 2, C, carries -0.237; number 3, C, carries -0.193; number 4, C, carries -0.223; number 5, O, carries -0.220; number 6, O, carries -0.355